# 1
Computed, not measured: a cluster of 2 separate species, C7H13F in total, with ωB97M-V/def2-TZVPD.

Its multiplicity is 1. The electronic energy comes out at -374.171574 Eh. The value obtained for the energy above the lowest of the compared OMol25 structures with the same formula, charge and spin is 118.0 kcal per mole. The HOMO-LUMO gap is 8.731 eV. The calculation puts the LUMO energy at 0.65 eV.

Element x y z (Å)
C 2.09 0.12 0.10
C 1.89 1.42 -0.13
C 3.44 -0.62 0.33
C 0.97 -0.84 -0.09
C -3.17 0.54 1.02
C -2.38 -0.26 -1.18
C -2.28 0.67 -0.10
F 2.82 2.48 -0.14
H 3.23 -1.36 1.20
H 4.14 0.10 0.70
H 3.65 -1.00 -0.62
H 0.38 -0.93 0.81
H 1.32 -1.83 -0.37
H 0.09 -0.43 -0.71
H -4.07 -0.16 0.81
H -2.34 0.07 1.63
H -3.53 1.41 1.68
H -3.22 -1.03 -1.17
H -2.56 0.54 -1.87
H -1.42 -0.63 -1.47
H 0.96 1.73 -0.44

---

# 2
Computed, not measured: a structure of composition C33H34CrN10O6P2SSe, with ωB97M-V/def2-TZVPD.

Its multiplicity is 5. The electronic energy comes out at -6804.039322 Eh. The value obtained for the energy above the lowest of the compared OMol25 structures with the same formula, charge and spin is 0.0 kcal per mole. The HOMO-LUMO gap (alpha / beta) is 4.722 / 7.583 eV. Its expectation value of S² is 6.064. The calculation puts the LUMO energy (alpha / beta) at -0.38 / -0.47 eV.

Element x y z (Å)
Cr 0.50 -0.27 0.50
Se 4.76 3.26 5.78
N 4.87 1.66 5.00
C 3.86 1.57 4.19
C 3.59 0.41 3.34
C 4.39 -0.71 3.33
C 4.07 -1.77 2.47
C 2.97 -1.67 1.65
N 2.15 -0.61 1.64
C 2.45 0.45 2.49
C 1.61 1.57 2.43
N 0.55 1.51 1.54
C -0.28 2.55 1.46
C -0.15 3.69 2.24
C 0.91 3.76 3.15
C 1.80 2.72 3.25
C 2.96 2.73 4.14
N 3.27 3.73 4.91
H 5.25 -0.74 3.98
H 4.68 -2.67 2.42
H 2.74 -2.48 0.97
H -1.10 2.45 0.77
H -0.87 4.49 2.14
H 1.05 4.63 3.78
S 1.68 -3.26 -2.63
C 0.88 -4.18 -1.39
C 0.61 -5.55 -1.34
C 0.07 -6.07 -0.18
C -0.17 -5.24 0.92
C 0.07 -3.88 0.87
C 0.58 -3.35 -0.32
N 0.92 -2.02 -0.53
C 1.54 -1.84 -1.66
C 2.15 -0.53 -1.90
C 3.02 -0.26 -2.95
C 3.68 0.95 -2.97
C 3.47 1.87 -1.94
C 2.57 1.60 -0.92
C 1.87 0.40 -0.88
H 0.83 -6.19 -2.19
H -0.13 -7.13 -0.12
H -0.54 -5.68 1.84
H -0.06 -3.22 1.72
H 3.18 -1.00 -3.73
H 4.38 1.18 -3.77
H 4.01 2.81 -1.94
H 2.42 2.35 -0.15
N -2.80 -3.13 1.82
C -3.23 -1.76 1.27
C -4.72 -1.58 1.49
P -2.72 -1.62 -0.52
O -2.43 -3.21 -0.79
O -3.83 -1.19 -1.40
O -1.44 -0.86 -0.45
P -2.21 -0.54 2.23
O -2.75 -1.05 3.71
O -2.62 0.84 1.95
O -0.77 -1.02 2.16
H -3.50 -3.84 1.62
H -2.66 -3.05 2.83
H -1.92 -3.42 1.39
H -5.29 -2.34 0.93
H -5.01 -0.61 1.10
H -4.98 -1.62 2.55
H -2.81 -3.44 -1.65
H -2.67 -0.33 4.35
C -2.38 1.88 -1.60
N -3.02 2.61 -2.71
C -2.87 1.79 -3.92
N -1.46 1.53 -4.24
C -0.85 0.84 -3.10
N -0.94 1.62 -1.85
C -0.29 2.92 -2.09
N -0.88 3.66 -3.20
C -2.30 3.87 -2.91
C -0.78 2.82 -4.40
H -2.89 0.93 -1.47
H -2.49 2.46 -0.68
H -3.34 2.30 -4.76
H -3.37 0.83 -3.74
H 0.21 0.67 -3.32
H -1.35 -0.12 -2.95
H 0.76 2.75 -2.31
H -0.36 3.52 -1.18
H -2.76 4.41 -3.74
H -2.39 4.47 -2.00
H 0.27 2.64 -4.62
H -1.23 3.36 -5.24

---

# 3
Computed, not measured: a cluster of 7 separate species, C23H28Cl8F24O3 in total, with ωB97M-V/def2-TZVPD.

Its multiplicity is 1. The electronic energy comes out at -7197.248611 Eh. The HOMO-LUMO gap is 11.089 eV. The structure (SMILES) is FC(F)C(F)(F)COC(F)(F)C(F)F.FC(F)C(F)(F)COC(F)(F)C(F)F.FC(F)C(F)(F)COC(F)(F)C(F)F.ClCCCl.ClCCCl.ClCCCl.ClCCCl. The calculation puts the LUMO energy at 0.21 eV.

Element x y z (Å)
F -3.35 2.09 0.35
C -4.51 1.31 0.59
F -5.29 2.06 1.37
C -5.16 1.00 -0.73
F -5.85 2.05 -1.22
F -6.19 0.04 -0.50
C -4.12 0.59 -1.73
O -3.32 -0.43 -1.17
C -3.34 -1.64 -1.73
F -4.46 -2.32 -1.46
F -3.15 -1.49 -3.08
C -2.26 -2.52 -1.07
F -2.66 -2.85 0.19
F -2.01 -3.60 -1.79
H -4.33 0.41 1.13
H -3.53 1.48 -1.81
H -4.66 0.21 -2.67
H -1.31 -1.98 -1.07
F -2.96 0.32 2.78
C -1.63 0.41 3.02
F -1.49 1.14 4.19
C -1.07 -1.04 3.28
F 0.25 -0.87 3.54
F -1.14 -1.79 2.15
C -1.83 -1.91 4.30
O -1.95 -1.21 5.54
C -1.98 -2.07 6.65
F -2.97 -2.98 6.51
F -0.90 -2.86 6.75
C -2.23 -1.13 7.81
F -3.53 -0.76 7.61
F -2.25 -1.79 8.96
H -1.17 0.84 2.12
H -1.32 -2.83 4.48
H -2.79 -2.14 3.96
H -1.63 -0.21 7.85
F -0.75 2.99 -3.85
C 0.03 2.28 -3.02
F -0.75 1.83 -2.05
C 0.58 1.12 -3.84
F 1.01 1.65 -5.04
F -0.40 0.22 -4.06
C 1.74 0.44 -3.16
O 1.26 -0.07 -1.95
C 2.09 -0.03 -0.87
F 3.28 -0.77 -1.07
F 2.50 1.20 -0.57
C 1.42 -0.59 0.37
F 0.29 0.10 0.52
F 0.97 -1.88 0.09
H 0.92 2.90 -2.70
H 2.44 1.23 -2.99
H 2.12 -0.41 -3.79
H 2.12 -0.65 1.16
Cl -0.93 0.75 -8.40
C -0.17 -0.58 -7.48
C 1.30 -0.37 -7.43
Cl 1.97 -1.95 -6.77
H -0.34 -1.48 -7.99
H -0.61 -0.61 -6.53
H 1.68 0.37 -6.73
H 1.68 -0.36 -8.42
Cl 1.95 -3.35 4.70
C 2.58 -3.68 3.06
C 4.06 -3.34 2.84
Cl 4.25 -1.49 2.56
H 1.91 -3.15 2.34
H 2.39 -4.72 2.86
H 4.41 -3.80 1.96
H 4.65 -3.67 3.66
Cl -0.20 3.24 0.56
C 0.60 4.23 1.78
C 0.60 3.69 3.25
Cl 1.75 2.38 3.45
H 0.02 5.23 1.72
H 1.62 4.40 1.32
H -0.43 3.32 3.52
H 0.93 4.46 3.91
Cl 5.25 0.36 -3.94
C 5.58 1.20 -2.43
C 5.92 2.60 -2.82
Cl 4.53 3.52 -3.50
H 6.45 0.84 -1.92
H 4.78 1.11 -1.73
H 6.63 2.58 -3.64
H 6.41 3.17 -2.00

---

# 4
Computed, not measured: a cluster of 12 separate species, C50H128F10N10O30S6 in total, with ωB97M-V/def2-TZVPD.

Its multiplicity is 1. The electronic energy comes out at -8172.919665 Eh. The HOMO-LUMO gap is 7.749 eV. Its net charge is +4. The calculation puts the LUMO energy at -7.21 eV.

Element x y z (Å)
C 6.07 -0.59 -3.58
O 4.87 -1.36 -3.76
C 4.28 -1.03 -5.01
C 2.99 -1.75 -5.07
N 3.08 -3.09 -4.43
H 3.52 -2.94 -3.53
H 2.14 -3.41 -4.17
C 3.90 -4.13 -5.11
C 3.07 -4.96 -5.99
O 2.45 -4.10 -6.93
C 1.73 -4.80 -7.96
H 6.72 -0.41 -4.44
H 6.61 -1.04 -2.74
H 5.73 0.42 -3.28
H 5.05 -1.36 -5.73
H 4.13 0.04 -5.12
H 2.81 -1.83 -6.13
H 2.16 -1.23 -4.63
H 4.28 -4.81 -4.33
H 4.69 -3.63 -5.64
H 2.28 -5.47 -5.46
H 3.72 -5.68 -6.49
H 1.56 -4.13 -8.78
H 0.77 -5.16 -7.62
H 2.36 -5.62 -8.32
C -4.68 3.03 -5.89
O -3.37 2.53 -5.94
C -2.42 3.41 -5.36
C -1.02 2.82 -5.49
N -0.81 2.28 -6.93
H -1.07 1.25 -7.03
H -1.41 2.75 -7.64
C 0.59 2.47 -7.29
C 0.75 2.41 -8.77
O -0.08 3.41 -9.30
C -0.17 3.37 -10.67
H -5.03 2.96 -4.84
H -5.36 2.47 -6.54
H -4.74 4.07 -6.17
H -2.67 3.54 -4.28
H -2.42 4.43 -5.77
H -0.81 1.95 -4.83
H -0.31 3.58 -5.25
H 1.16 1.68 -6.80
H 0.84 3.45 -6.90
H 0.30 1.49 -9.13
H 1.80 2.52 -9.02
H 0.85 3.49 -11.09
H -0.81 4.20 -10.99
H -0.63 2.43 -11.04
C 2.98 -6.25 3.75
O 2.63 -5.99 2.43
C 3.25 -7.00 1.62
C 2.65 -6.80 0.22
N 1.14 -6.95 0.29
H 0.82 -6.83 1.25
H 0.74 -6.16 -0.22
C 0.70 -8.20 -0.25
C -0.78 -8.34 -0.01
O -1.02 -7.87 1.32
C -2.39 -7.66 1.57
H 2.68 -5.47 4.44
H 4.05 -6.45 3.86
H 2.44 -7.15 4.06
H 2.93 -7.99 1.93
H 4.32 -6.92 1.70
H 3.01 -7.60 -0.42
H 2.89 -5.83 -0.19
H 1.23 -8.96 0.29
H 0.91 -8.24 -1.32
H -1.15 -9.35 -0.10
H -1.36 -7.74 -0.70
H -2.91 -8.62 1.61
H -2.89 -7.11 0.76
H -2.53 -7.11 2.52
C 7.49 1.68 -0.75
O 6.89 1.05 0.38
C 5.50 0.74 0.24
C 5.03 -0.11 1.44
N 6.22 -0.86 1.85
H 6.62 -1.26 1.02
H 6.87 -0.19 2.27
C 6.21 -1.99 2.88
C 5.91 -1.49 4.25
O 4.54 -1.07 4.23
C 4.11 -0.50 5.45
H 8.55 1.75 -0.44
H 7.08 2.68 -0.99
H 7.43 1.07 -1.68
H 5.38 0.15 -0.69
H 4.81 1.60 0.20
H 4.20 -0.78 1.19
H 4.68 0.45 2.29
H 7.20 -2.40 2.80
H 5.54 -2.75 2.51
H 6.47 -0.58 4.51
H 6.17 -2.25 4.95
H 4.21 -1.04 6.39
H 3.10 -0.21 5.21
H 4.67 0.45 5.56
C -5.25 0.07 2.85
O -5.77 1.06 3.72
C -7.13 0.89 4.03
C -7.59 2.11 4.85
N -7.14 3.28 4.12
H -6.19 3.10 3.76
H -7.66 3.45 3.25
C -7.14 4.63 4.84
C -8.53 5.13 5.07
O -9.06 4.20 5.94
C -10.07 4.59 6.87
H -5.05 -0.83 3.47
H -4.29 0.45 2.47
H -5.91 -0.12 1.97
H -7.29 0.00 4.63
H -7.73 0.91 3.10
H -7.21 2.14 5.87
H -8.67 1.99 4.91
H -6.54 5.31 4.24
H -6.63 4.28 5.75
H -9.09 5.30 4.14
H -8.45 6.14 5.50
H -10.40 3.68 7.37
H -10.94 4.98 6.34
H -9.69 5.31 7.60
C -3.50 -0.75 -0.91
O -2.03 -0.93 -1.18
C -1.55 0.26 -1.80
C 0.01 0.23 -1.80
N 0.42 -0.66 -0.70
H 0.14 -0.19 0.18
H -0.19 -1.50 -0.79
C 1.79 -1.05 -0.75
C 2.03 -2.11 0.25
O 1.95 -1.51 1.50
C 1.77 -2.56 2.51
H -4.01 -0.72 -1.92
H -3.77 0.22 -0.40
H -3.83 -1.61 -0.29
H -1.86 1.16 -1.23
H -1.93 0.21 -2.82
H 0.43 1.20 -1.53
H 0.34 -0.18 -2.73
H 2.42 -0.18 -0.57
H 1.92 -1.46 -1.75
H 3.00 -2.55 0.01
H 1.24 -2.85 0.13
H 0.83 -3.08 2.32
H 1.78 -2.11 3.51
H 2.65 -3.23 2.40
C -4.21 -0.59 11.94
O -3.62 -0.18 10.71
C -3.84 1.24 10.30
C -3.08 1.42 8.97
N -3.31 0.29 8.03
H -2.78 -0.51 8.37
H -4.31 0.14 7.98
C -2.99 0.50 6.60
C -1.49 0.56 6.33
O -0.83 -0.55 6.95
C 0.56 -0.22 7.01
H -5.22 -0.18 12.03
H -3.62 -0.31 12.80
H -4.34 -1.68 11.91
H -3.35 1.96 10.96
H -4.93 1.36 10.25
H -2.00 1.39 9.12
H -3.37 2.37 8.51
H -3.35 1.49 6.31
H -3.52 -0.31 6.07
H -1.11 1.47 6.77
H -1.42 0.56 5.25
H 0.69 0.74 7.50
H 0.89 -0.14 5.97
H 1.10 -0.99 7.55
C 4.42 5.11 0.16
O 3.10 4.89 0.63
C 2.42 6.11 0.52
C 0.95 5.83 0.66
N 0.61 4.82 -0.37
H 0.86 5.12 -1.34
H 1.21 4.00 -0.16
C -0.79 4.37 -0.48
C -1.59 5.39 -1.26
O -2.01 6.30 -0.32
C -2.31 7.61 -0.78
H 4.35 5.30 -0.91
H 5.04 4.21 0.26
H 4.95 5.90 0.67
H 2.75 6.53 -0.43
H 2.77 6.83 1.29
H 0.39 6.75 0.53
H 0.68 5.40 1.63
H -1.28 4.11 0.45
H -0.72 3.44 -1.05
H -2.38 4.77 -1.71
H -1.03 5.81 -2.09
H -2.84 8.12 0.04
H -3.01 7.44 -1.65
H -1.45 8.21 -1.14
N 0.11 1.47 1.82
S -1.51 1.23 2.22
O -1.78 2.09 3.34
O -1.83 -0.16 2.26
F -2.23 1.73 0.98
S 1.34 1.87 2.66
O 1.51 0.86 3.67
O 1.30 3.29 2.83
F 2.46 1.48 1.44
N -1.37 -0.48 -6.80
S -1.85 -1.22 -5.36
O -0.76 -1.18 -4.42
O -2.60 -2.51 -5.47
F -2.78 -0.14 -4.94
S -0.39 -1.18 -7.81
O -0.62 -2.52 -8.08
O 0.88 -0.55 -7.66
F -0.95 -0.30 -9.33
C -0.80 -4.81 -3.29
F -1.18 -6.03 -3.11
F -0.64 -4.53 -4.61
F -1.69 -3.93 -2.79
S 0.70 -4.51 -2.32
O 0.23 -4.65 -0.95
O 1.69 -5.53 -2.71
O 1.08 -3.15 -2.71
C 3.16 2.43 -2.54
F 3.07 2.40 -1.20
F 4.44 2.81 -2.73
F 3.06 1.19 -3.07
S 1.94 3.55 -3.23
O 2.15 4.78 -2.50
O 2.20 3.54 -4.61
O 0.72 2.88 -2.83

---

Question: multiplicity of number 2 (C33H34CrN10O6P2SSe)?
Answer: 5